The following is a quantum chemistry calculation of a structure of composition C4H7Br3O2 in a non-equilibrium geometry, from the Open Molecules 2025 dataset.

LUMO energy   0.42 eV
Kohn-Sham gap   10.18 eV
Energy   -218482.49654 eV
Largest force on an atom   0.09452 hartree/bohr

Element x y z (Å)
C 1.015 1.652 0.394
C 0.036 1.139 -0.724
C 0.128 -0.357 -0.987
C -0.785 -1.252 0.332
O -0.841 -2.555 0.027
O -0.148 -0.855 1.501
Br -0.686 -1.109 -2.587
Br 1.959 -1.184 -0.762
Br -2.596 -0.590 0.270
H 1.996 1.782 -0.033
H 1.278 1.005 1.313
H 0.589 2.609 0.596
H -1.017 1.305 -0.475
H 0.198 1.877 -1.633
H -0.265 -2.893 0.700
H -0.859 -0.574 2.068